Entry 1:
Computed, not measured: an isolated ion of composition C12H13IN3 and charge +1, with the ωB97M-V functional and the def2-TZVPD basis.

Each line ends with the Löwdin charge.
Geometry (Å):
C  2.807  -1.176  0.754  -0.086
C  2.142  -2.006  -0.356  -0.310
C  0.882  -2.722  0.106  -0.673
I  0.414  -4.386  -1.148  0.979
N  -0.315  -1.814  0.191  -0.100
C  -1.510  -2.293  0.518  -0.030
C  -2.589  -1.425  0.623  0.032
C  -2.375  -0.104  0.371  0.075
C  -1.077  0.317  0.022  -0.159
C  -0.763  1.740  -0.260  -0.187
C  -1.239  2.344  -1.409  -0.008
C  -0.910  3.670  -1.636  -0.115
N  -0.188  4.393  -0.789  0.086
C  0.250  3.805  0.316  -0.118
C  0.009  2.478  0.626  -0.003
N  -0.075  -0.539  -0.055  0.217
H  2.076  -0.774  1.457  0.062
H  3.318  -0.315  0.324  0.083
H  3.528  -1.775  1.309  0.082
H  1.919  -1.397  -1.233  0.108
H  2.831  -2.782  -0.693  0.091
H  1.021  -3.116  1.114  0.104
H  -1.591  -3.358  0.687  0.108
H  -3.563  -1.814  0.889  0.138
H  -3.175  0.623  0.426  0.147
H  -1.836  1.801  -2.133  0.123
H  -1.255  4.168  -2.536  0.118
H  0.858  4.411  0.981  0.118
H  0.408  2.043  1.533  0.119

As for the HOMO energy: -12.84 eV. The value obtained for the electronic energy is -25218.3256 eV. The calculation puts the energy above the lowest of the compared OMol25 structures with the same formula, charge and spin at 0.00 kJ/mol. The calculation puts the LUMO energy at -5.03 eV. The orbital gap is 7.81 eV. The total charge is +1. As for the structure (SMILES): CC[C@H](I)[n+]1cccc(-c2ccncc2)n1.


Entry 2:
Computed, not measured: C37H44OP2PtSSi2 as an isolated structure, with the ωB97M-V functional and the def2-TZVPD basis.

Each line ends with the Löwdin charge.
Geometry (Å):
Pt  -0.723  0.119  0.275  0.711
C  -2.257  -0.330  3.505  -0.174
Si  -0.642  0.079  2.690  0.560
C  0.757  -0.972  3.345  -0.164
C  -0.253  1.890  2.971  -0.329
C  -0.424  2.389  4.266  -0.086
C  -0.261  3.736  4.558  -0.046
C  0.065  4.619  3.539  -0.050
C  0.243  4.134  2.252  -0.079
C  0.105  2.776  1.959  -0.323
Si  0.460  2.214  0.228  0.545
C  -0.155  3.432  -1.025  -0.151
C  2.267  1.833  0.043  -0.167
H  -2.340  0.359  4.352  0.050
H  -2.289  -1.353  3.877  0.052
H  -3.118  -0.203  2.876  -0.036
H  0.389  -1.452  4.256  0.056
H  1.579  -0.303  3.600  0.048
H  1.128  -1.782  2.724  -0.017
H  -0.685  1.722  5.082  0.108
H  -0.397  4.093  5.569  0.118
H  0.178  5.674  3.747  0.119
H  0.498  4.841  1.469  0.111
H  -1.122  3.839  -0.742  0.019
H  -0.221  3.049  -2.044  0.044
H  0.590  4.235  -1.033  0.058
H  2.742  2.819  0.095  0.061
H  2.553  1.371  -0.901  0.044
H  2.635  1.231  0.869  0.018
C  3.404  -1.450  0.977  -0.229
S  1.897  -2.178  0.357  0.930
C  2.506  -2.873  -1.181  -0.203
O  0.997  -1.027  -0.149  -0.719
H  3.927  -0.908  0.192  0.077
H  4.011  -2.275  1.352  0.084
H  3.143  -0.795  1.804  0.042
H  3.584  -3.009  -1.120  0.071
H  2.253  -2.162  -1.966  0.073
H  2.015  -3.827  -1.352  0.059
C  -4.177  0.005  0.574  -0.473
P  -2.823  0.898  -0.221  0.878
C  -3.180  2.640  0.137  -0.358
C  -3.065  3.039  1.470  -0.098
C  -3.367  4.337  1.844  -0.047
C  -3.784  5.254  0.888  -0.040
C  -3.897  4.865  -0.440  -0.048
C  -3.600  3.563  -0.818  -0.087
C  -2.892  0.722  -2.010  -0.368
C  -4.102  0.986  -2.658  -0.099
C  -4.176  0.931  -4.039  -0.042
C  -3.048  0.605  -4.782  -0.043
C  -1.852  0.318  -4.143  -0.057
C  -1.776  0.368  -2.759  -0.110
P  -3.900  -1.849  0.705  1.061
C  -3.237  -2.301  -0.932  -0.419
C  -1.886  -2.650  -0.955  -0.153
C  -1.268  -3.025  -2.142  -0.076
C  -2.003  -3.063  -3.315  -0.059
C  -3.352  -2.722  -3.302  -0.051
C  -3.966  -2.348  -2.120  -0.080
C  -5.624  -2.436  0.646  -0.397
C  -6.685  -1.669  1.123  -0.102
C  -7.979  -2.170  1.106  -0.066
C  -8.224  -3.446  0.621  -0.062
C  -7.169  -4.226  0.168  -0.063
C  -5.876  -3.730  0.189  -0.105
H  -5.083  0.333  0.056  0.070
H  -4.231  0.395  1.589  0.032
H  -2.735  2.339  2.229  0.090
H  -3.275  4.632  2.881  0.117
H  -4.023  6.268  1.177  0.119
H  -4.219  5.576  -1.188  0.119
H  -3.675  3.295  -1.862  0.103
H  -4.990  1.238  -2.091  0.118
H  -5.114  1.142  -4.535  0.121
H  -3.106  0.566  -5.862  0.120
H  -0.979  0.047  -4.721  0.120
H  -0.831  0.116  -2.281  0.083
H  -1.328  -2.667  -0.021  0.074
H  -0.227  -3.322  -2.145  0.089
H  -1.535  -3.378  -4.239  0.118
H  -3.926  -2.763  -4.219  0.121
H  -5.021  -2.103  -2.114  0.122
H  -6.521  -0.677  1.526  0.095
H  -8.794  -1.563  1.476  0.112
H  -9.233  -3.835  0.604  0.114
H  -7.352  -5.228  -0.197  0.114
H  -5.061  -4.357  -0.156  0.109

As for the HOMO energy: -12.92 eV. The value obtained for the electronic energy is -89534.3361 eV. The calculation puts the energy above the lowest of the compared OMol25 structures with the same formula, charge and spin at 70.53 kJ/mol. The calculation puts the LUMO energy at -6.40 eV. The orbital gap is 6.52 eV. The total charge is +2.